# C12H19N3O3S2

An isolated molecule of C12H19N3O3S2 (the ωB97M-V functional and the def2-TZVPD basis, the Open Molecules 2025 dataset).

Bonds (Å) are listed after each position.
CARTESIAN COORDINATES (ANGSTROEM)
1 C 2.921 1.529 -3.681  H2 1.087, H3 1.087, C4 1.523, H39 1.087
2 H 3.288 2.500 -4.004  C1 1.087
3 H 2.418 1.049 -4.516  C1 1.087
4 C 1.965 1.695 -2.507  C1 1.523, C5 1.530, H37 1.093, H38 1.093
5 C 1.396 0.351 -2.049  C4 1.530, C6 1.513, H25 1.092, S26 1.837
6 C 0.324 0.558 -1.002  C5 1.513, O7 1.211, N8 1.365
7 O -0.859 0.417 -1.217  C6 1.211
8 N 0.804 0.938 0.219  C6 1.365, C9 1.368, H24 1.013
9 C -0.010 1.207 1.285  N8 1.368, N10 1.291, S23 1.746
10 N 0.434 1.564 2.443  C9 1.291, N11 1.328
11 N -0.536 1.774 3.325  N10 1.328, C12 1.282
12 C -1.721 1.587 2.872  N11 1.282, C13 1.488, S23 1.766
13 C -2.974 1.725 3.663  C12 1.488, C14 1.526, C18 1.533, H22 1.096
14 C -2.708 2.483 4.960  C13 1.526, H15 1.086, H16 1.086, H17 1.087
15 H -1.977 1.948 5.559  C14 1.086
16 H -2.313 3.473 4.748  C14 1.086
17 H -3.630 2.585 5.527  C14 1.087
18 C -3.546 0.332 3.945  C13 1.533, H19 1.088, H20 1.087, H21 1.088
19 H -3.744 -0.198 3.016  C18 1.088
20 H -4.476 0.418 4.501  C18 1.087
21 H -2.840 -0.248 4.535  C18 1.088
22 H -3.699 2.280 3.056  C13 1.096
23 S -1.749 1.092 1.177  C9 1.746, C12 1.766
24 H 1.803 0.992 0.376  N8 1.013
25 H 0.968 -0.180 -2.902  C5 1.092
26 S 2.730 -0.709 -1.363  C5 1.837, C27 1.813
27 C 1.793 -2.237 -1.094  S26 1.813, C28 1.516, H35 1.092, H36 1.089
28 C 1.390 -2.903 -2.395  C27 1.516, O29 1.199, O30 1.333
29 O 1.480 -2.417 -3.488  C28 1.199
30 O 0.901 -4.119 -2.148  C28 1.333, C31 1.424
31 C 0.449 -4.855 -3.281  O30 1.424, H32 1.091, H33 1.092, H34 1.086
32 H 1.255 -4.956 -4.011  C31 1.091
33 H -0.393 -4.344 -3.751  C31 1.092
34 H 0.145 -5.828 -2.906  C31 1.086
35 H 0.898 -2.022 -0.506  C27 1.092
36 H 2.435 -2.905 -0.521  C27 1.089
37 H 1.126 2.331 -2.801  C4 1.093
38 H 2.483 2.178 -1.675  C4 1.093
39 H 3.769 0.915 -3.390  C1 1.087

Relative energy (zero: lowest compared OMol25 entry of this formula, charge and spin) ... 3.86 kcal per mole
HOMO level ... -8.89 eV
SMILES ... CC[C@@H](SCC(=O)OC)C(=O)Nc1nnc(C(C)C)s1
Orbital gap ... 9.45 eV
DFT total energy ... -45036.1439 eV